The following is a quantum chemistry calculation of a structure of composition C42H46N5OP2V in a non-equilibrium geometry, from OMol25.

Output
Net charge ... +1
Highest occupied orbital energy (spin up / spin down) ... -8.92 / -8.26 eV
Kohn-Sham gap (spin up / spin down) ... 0.2587 / 0.2336 Ha
Multiplicity ... 2
DFT total energy ... -98062.095 eV
Largest force on an atom ... 1.63 eV/A
⟨S²⟩ ... 0.761

```
97
Properties=species:S:1:pos:R:3:lowdin_spin:R:1
V 0.40 -0.74 -0.21 0.960
C 1.03 5.81 -2.40 0.000
C 1.96 5.69 -1.23 0.000
C 2.75 6.76 -0.82 0.000
C 3.62 6.65 0.27 0.000
C 3.68 5.46 0.97 0.000
C 2.88 4.39 0.60 0.000
C 2.04 4.50 -0.50 0.000
N 1.18 3.44 -0.91 -0.001
C 1.37 2.10 -0.74 0.000
N 2.65 1.72 -0.74 0.000
C 3.24 0.43 -0.66 0.000
C 2.46 -0.71 -0.47 0.002
C 3.22 -1.91 -0.49 0.005
C 4.59 -1.96 -0.63 0.000
C 5.31 -0.78 -0.77 0.000
C 4.65 0.44 -0.81 0.000
C 5.42 1.72 -1.01 0.000
N 0.34 1.26 -0.62 0.005
C -0.94 1.95 -0.73 0.005
C -1.46 2.08 -2.02 0.001
C -2.59 2.85 -2.25 0.000
C -3.24 3.46 -1.18 0.001
C -2.72 3.31 0.10 0.000
C -1.54 2.59 0.34 0.002
C -0.91 2.64 1.71 0.000
H 1.18 6.76 -2.92 0.000
H -0.02 5.78 -2.10 0.000
H 1.19 5.00 -3.12 0.000
H 2.70 7.69 -1.37 0.000
H 4.23 7.50 0.56 0.000
H 4.34 5.37 1.83 0.000
H 2.91 3.47 1.17 0.000
H 0.24 3.71 -1.18 0.000
H 3.29 2.48 -0.93 0.000
H 2.68 -2.84 -0.43 0.000
H 5.11 -2.91 -0.63 0.000
H 6.38 -0.80 -0.88 0.000
H 6.49 1.51 -1.05 0.000
H 5.27 2.44 -0.21 0.000
H 5.16 2.21 -1.96 0.000
H -0.95 1.60 -2.84 0.000
H -2.97 2.98 -3.26 0.000
H -4.13 4.05 -1.33 0.000
H -3.21 3.80 0.94 0.000
H -1.67 2.55 2.49 0.000
H -0.40 3.59 1.86 0.000
H -0.18 1.85 1.86 0.000
N -2.12 -1.70 1.33 0.003
P -2.19 -1.28 -0.36 0.002
C -3.98 -0.94 -0.41 0.000
C -4.48 0.14 -1.13 0.000
C -5.85 0.37 -1.19 0.000
C -6.73 -0.47 -0.54 0.000
C -6.24 -1.57 0.17 0.000
C -4.88 -1.81 0.22 0.000
C -2.19 -2.89 -1.24 -0.001
C -2.10 -2.83 -2.63 -0.001
C -2.13 -4.00 -3.38 0.000
C -2.24 -5.23 -2.76 0.000
C -2.33 -5.29 -1.37 0.000
C -2.31 -4.13 -0.62 0.000
C -1.17 -1.25 2.22 0.001
C -1.42 -1.31 3.60 0.000
C -0.46 -0.87 4.47 0.000
C 0.75 -0.39 3.98 0.000
C 0.94 -0.38 2.62 -0.001
N -0.01 -0.77 1.74 -0.001
H -2.99 -1.94 1.79 0.000
H -3.79 0.80 -1.64 0.000
H -6.22 1.22 -1.75 0.000
H -7.79 -0.29 -0.58 0.000
H -6.93 -2.25 0.66 0.000
H -4.53 -2.70 0.74 0.000
H -2.01 -1.87 -3.12 0.000
H -2.07 -3.94 -4.46 0.000
H -2.25 -6.14 -3.35 0.000
H -2.42 -6.26 -0.88 0.000
H -2.37 -4.18 0.46 0.000
H -2.37 -1.69 3.95 0.000
H -0.65 -0.90 5.54 0.000
H 1.54 -0.05 4.63 0.000
H 1.87 -0.04 2.19 0.000
C 2.17 -3.63 2.38 0.000
P 1.01 -4.12 1.12 0.002
C -0.23 -5.07 1.97 0.000
C 1.86 -5.30 0.08 0.001
O 0.43 -2.96 0.35 0.015
H 2.70 -4.51 2.75 0.000
H 1.64 -3.15 3.20 0.000
H 2.89 -2.93 1.95 0.000
H 0.24 -5.80 2.63 0.000
H -0.84 -5.60 1.24 0.000
H -0.86 -4.41 2.56 0.000
H 2.05 -6.22 0.64 0.000
H 2.81 -4.89 -0.26 0.000
H 1.23 -5.52 -0.78 0.000
```